63
Properties=species:S:1:pos:R:3:forces:R:3 method="wB97M-V/def2-TZVPD" homo_lumo_gap_ev=9.639 energy_ev=-48888.5156 de_lowest_kj_mol=14.74 fmax_ha_per_bohr=0.021 spin_multiplicity=1
C 1.784 2.234 0.831 0.04 0.01 0.03
C 0.675 1.913 1.785 -0.04 0.00 -0.01
C 0.846 0.891 2.716 -0.18 0.02 0.04
C -0.169 0.567 3.598 0.17 -0.03 0.11
C -1.362 1.266 3.548 -0.51 -0.07 0.45
S -2.712 0.785 4.629 -0.26 -0.13 0.06
O -2.155 0.150 5.786 0.23 -0.15 -0.24
O -3.573 1.920 4.796 0.08 0.05 -0.34
N -3.600 -0.371 3.831 0.43 0.73 0.70
C -4.423 0.049 2.726 -0.19 0.47 -0.51
C -3.701 -0.079 1.382 -0.18 -0.18 0.16
C -3.161 -1.504 1.207 0.15 0.05 -0.12
C -2.423 -1.618 -0.123 -0.33 0.07 0.45
O -2.828 -2.301 -1.041 -0.19 -0.31 -0.34
N -1.316 -0.849 -0.222 0.49 0.19 -0.05
C -0.452 -0.887 -1.376 -0.12 0.12 0.04
C -0.505 0.447 -2.129 -0.02 -0.28 -0.02
C 0.979 -1.161 -0.906 -0.50 -0.19 -0.45
O 1.321 -0.991 0.249 0.19 0.12 0.41
N 1.807 -1.592 -1.874 0.18 -0.17 -0.25
C 3.221 -1.804 -1.657 0.17 0.19 0.22
C 4.047 -0.545 -1.975 -0.14 -0.24 -0.03
C 3.753 -0.052 -3.363 0.10 0.08 0.12
C 4.280 -0.702 -4.472 -0.02 0.03 0.02
C 3.968 -0.279 -5.751 0.02 -0.06 -0.09
C 3.120 0.800 -5.939 -0.03 0.04 -0.08
C 2.592 1.457 -4.841 -0.06 0.06 -0.05
C 2.908 1.032 -3.561 0.06 -0.02 0.00
C -2.279 -1.893 2.399 -0.28 -0.05 0.05
C -3.050 -1.697 3.708 0.54 -0.45 0.03
C -1.542 2.298 2.649 -0.08 0.13 0.06
C -0.523 2.618 1.767 -0.01 -0.09 0.05
H 1.456 2.927 0.060 0.01 0.05 -0.07
H 2.138 1.314 0.371 0.06 -0.03 -0.09
H 2.620 2.683 1.366 0.09 0.06 -0.02
H 1.773 0.340 2.731 0.10 -0.09 0.00
H -0.051 -0.211 4.335 0.09 -0.12 0.06
H -5.326 -0.572 2.721 0.02 0.06 0.05
H -4.711 1.082 2.926 -0.20 -0.09 -0.15
H -4.397 0.153 0.574 0.01 0.05 -0.04
H -2.878 0.636 1.339 -0.08 -0.02 -0.06
H -4.008 -2.196 1.154 0.10 0.02 -0.09
H -0.911 -0.412 0.593 -0.06 -0.06 0.08
H -0.808 -1.699 -2.020 0.10 0.11 0.11
H -0.181 1.252 -1.473 0.06 0.13 0.07
H -1.526 0.644 -2.444 -0.07 0.01 -0.02
H 0.136 0.425 -3.007 0.07 0.07 -0.11
H 1.474 -1.633 -2.824 -0.11 0.01 0.08
H 3.350 -2.071 -0.606 0.02 -0.08 -0.15
H 3.543 -2.636 -2.286 0.00 0.02 0.07
H 3.803 0.229 -1.246 0.04 0.00 0.04
H 5.105 -0.794 -1.873 0.04 0.05 0.06
H 4.946 -1.542 -4.330 0.09 -0.10 0.01
H 4.388 -0.791 -6.604 0.04 -0.04 -0.07
H 2.876 1.130 -6.937 -0.02 0.03 -0.09
H 1.934 2.302 -4.980 -0.05 0.07 -0.02
H 2.500 1.552 -2.706 -0.04 0.05 0.11
H -1.375 -1.284 2.420 0.01 -0.09 -0.01
H -1.979 -2.939 2.310 0.07 -0.01 0.00
H -3.880 -2.412 3.759 0.04 0.05 0.05
H -2.406 -1.849 4.574 -0.08 -0.25 -0.06
H -2.473 2.844 2.661 -0.10 0.11 -0.06
H -0.661 3.425 1.061 0.00 0.07 -0.07



70
Properties=species:S:1:pos:R:3:forces:R:3 method="wB97M-V/def2-TZVPD" homo_lumo_gap_ev=6.961 charge=+1 energy_ev=-53543.2912 fmax_ha_per_bohr=0.006 spin_multiplicity=1
Sn 0.120 -1.368 -0.372 -0.04 0.01 -0.03
C -1.117 0.115 2.777 0.09 -0.07 0.00
C -1.985 0.542 1.633 -0.05 -0.05 -0.01
O -2.126 -0.570 0.737 0.07 0.17 -0.10
C -3.459 -0.882 0.342 -0.03 0.05 0.02
C -3.395 -1.595 -0.993 0.10 -0.04 0.00
O -2.308 -2.502 -1.059 -0.03 -0.15 0.00
C -2.492 -3.790 -0.468 -0.08 0.12 0.01
C -2.080 -3.877 0.988 0.05 0.07 0.06
O -0.692 -3.602 1.058 -0.04 -0.07 0.03
C -0.097 -3.708 2.337 -0.03 0.03 -0.06
C 1.399 -3.543 2.158 0.03 0.09 0.04
O 1.783 -2.307 1.546 -0.01 -0.02 0.03
C 2.237 -1.281 2.427 0.03 -0.09 -0.10
C 1.089 -0.670 3.184 -0.05 0.05 0.01
O 0.120 -0.299 2.217 -0.07 -0.04 0.13
H -1.572 -0.719 3.325 -0.01 -0.01 0.05
H -0.973 0.952 3.468 0.05 0.01 0.01
H -1.511 1.361 1.092 -0.08 0.03 -0.01
H -2.958 0.872 2.000 -0.03 -0.04 -0.02
H -4.047 0.032 0.222 0.01 0.02 0.03
H -3.934 -1.495 1.112 -0.01 -0.01 0.05
H -3.212 -0.868 -1.785 0.01 -0.02 -0.03
H -4.344 -2.099 -1.200 -0.01 0.00 -0.01
H -1.866 -4.471 -1.041 0.00 -0.02 -0.05
H -3.536 -4.102 -0.571 0.00 0.01 -0.01
H -2.286 -4.895 1.336 0.00 -0.02 0.04
H -2.638 -3.177 1.619 0.01 -0.02 0.01
H -0.275 -4.701 2.764 -0.04 -0.02 0.03
H -0.522 -2.961 3.018 -0.01 -0.01 -0.02
H 1.757 -4.334 1.501 0.03 -0.01 -0.03
H 1.892 -3.646 3.129 0.03 -0.01 -0.02
H 2.695 -0.523 1.790 0.04 -0.02 -0.01
H 2.992 -1.665 3.116 0.02 -0.03 0.01
H 1.436 0.206 3.741 -0.02 0.03 0.00
H 0.655 -1.378 3.900 -0.01 0.01 0.02
C 1.463 -0.471 -5.256 -0.02 0.01 0.01
C 0.619 0.623 -5.101 0.00 -0.01 0.02
C 0.391 1.160 -3.842 0.02 -0.03 0.02
C 1.022 0.632 -2.709 0.01 -0.10 -0.08
C 1.867 -0.477 -2.891 0.00 0.15 -0.11
C 2.090 -1.024 -4.150 -0.04 0.04 0.03
Si 0.654 1.192 -0.953 0.20 0.08 -0.22
C 2.231 1.773 -0.124 0.06 -0.10 0.18
C 3.468 1.803 -0.774 -0.02 0.07 0.08
C 4.621 2.182 -0.095 -0.03 -0.03 0.01
C 4.557 2.545 1.243 0.00 0.00 -0.02
C 3.335 2.528 1.906 -0.03 -0.02 -0.03
C 2.188 2.136 1.230 0.04 0.06 -0.02
C -0.600 2.575 -0.989 -0.21 0.00 0.10
C -1.922 2.306 -1.367 0.03 0.09 -0.04
C -2.878 3.309 -1.407 0.05 -0.01 0.02
C -2.529 4.607 -1.052 0.03 -0.02 0.01
C -1.226 4.893 -0.669 -0.03 0.01 0.01
C -0.269 3.886 -0.638 -0.02 -0.03 -0.02
H 1.635 -0.888 -6.241 0.00 0.01 0.01
H 0.142 1.063 -5.968 0.00 -0.02 0.02
H -0.274 2.011 -3.736 0.04 -0.03 -0.02
H 2.417 -0.885 -2.046 0.02 -0.04 0.04
H 2.749 -1.875 -4.266 0.02 0.02 0.01
H 3.532 1.544 -1.825 0.00 -0.02 0.03
H 5.571 2.198 -0.615 -0.02 0.02 0.01
H 5.455 2.850 1.766 -0.03 -0.02 -0.01
H 3.280 2.824 2.948 0.00 0.00 -0.02
H 1.237 2.125 1.758 0.07 0.00 -0.04
H -2.203 1.293 -1.649 0.01 0.03 0.01
H -3.892 3.086 -1.716 0.00 0.00 0.00
H -3.272 5.394 -1.078 0.01 0.00 0.00
H -0.953 5.905 -0.395 -0.01 -0.03 -0.02
H 0.749 4.124 -0.345 -0.06 -0.01 0.00



87
Properties=species:S:1:pos:R:3:forces:R:3 method="wB97M-V/def2-TZVPD" homo_lumo_gap_ev="5.992 / 7.059" charge=-1 energy_ev=-95784.2396 de_lowest_kj_mol=79.70 fmax_ha_per_bohr=0.010 spin_multiplicity=2
Ti -0.653 -0.354 0.596 0.38 0.32 -0.09
C -2.829 -1.216 -0.038 -0.06 0.11 -0.03
C -3.152 0.144 -0.238 0.06 -0.13 -0.08
C -2.962 0.790 1.035 -0.02 0.06 0.14
C -2.614 -0.221 1.960 0.16 -0.23 0.06
C -2.510 -1.475 1.311 -0.34 -0.15 0.02
C -2.481 -2.876 1.913 -0.12 0.03 -0.02
C -1.301 -3.694 1.382 -0.01 -0.06 0.09
C -3.793 -3.573 1.502 0.07 -0.02 0.01
C -2.432 -2.831 3.439 0.06 0.01 -0.01
C -3.283 2.186 1.589 0.00 0.00 -0.01
C -3.142 3.329 0.585 0.05 -0.01 -0.01
C -4.726 2.165 2.127 0.00 -0.02 0.02
C -2.377 2.521 2.787 -0.05 0.01 -0.03
C -3.880 0.562 -1.535 0.00 -0.04 0.03
C -5.315 0.957 -1.140 -0.02 0.00 -0.05
C -4.005 -0.654 -2.469 -0.01 0.02 -0.01
C -3.287 1.679 -2.409 0.02 0.00 0.05
H -2.806 -1.960 -0.813 -0.01 0.00 -0.01
H -2.482 -0.074 3.017 -0.04 0.05 -0.01
H -1.384 -4.726 1.736 0.02 0.00 -0.03
H -0.354 -3.283 1.733 0.01 0.01 -0.03
H -1.282 -3.698 0.291 0.02 0.00 -0.01
H -3.845 -3.712 0.421 0.00 0.01 -0.01
H -4.659 -2.984 1.812 0.01 0.01 0.01
H -3.857 -4.558 1.973 0.01 0.01 0.00
H -1.526 -2.335 3.787 -0.01 -0.01 0.02
H -2.444 -3.852 3.828 0.00 0.01 0.02
H -3.298 -2.302 3.845 -0.01 0.00 0.00
H -3.860 3.265 -0.228 -0.01 -0.01 -0.01
H -2.138 3.360 0.161 -0.02 0.01 -0.02
H -3.311 4.278 1.100 -0.01 0.00 0.00
H -4.821 1.404 2.904 -0.02 0.01 0.00
H -4.966 3.137 2.569 -0.01 0.00 0.00
H -5.461 1.948 1.354 0.03 0.01 0.02
H -1.321 2.437 2.548 0.02 -0.01 0.00
H -2.572 1.872 3.641 0.01 -0.01 0.00
H -2.584 3.545 3.108 0.00 -0.01 0.00
H -5.753 0.217 -0.466 0.00 0.00 0.00
H -5.931 1.008 -2.042 -0.01 0.01 0.01
H -5.360 1.931 -0.655 0.02 0.00 -0.02
H -4.594 -1.454 -2.015 -0.01 -0.01 0.00
H -3.027 -1.043 -2.756 -0.01 0.01 0.00
H -4.522 -0.335 -3.378 0.00 -0.01 0.00
H -2.946 2.540 -1.844 0.01 0.01 -0.02
H -4.062 2.011 -3.107 -0.01 -0.01 0.00
H -2.441 1.307 -2.981 -0.01 0.01 0.00
N 2.910 1.259 -2.088 0.00 -0.02 -0.01
N 2.719 0.733 -3.401 -0.03 -0.03 -0.01
C 1.599 -0.122 -3.479 0.00 0.10 -0.21
N 1.290 -0.518 -4.768 -0.07 -0.01 0.10
N 1.069 -0.483 -2.371 0.14 -0.08 0.28
N -0.054 -1.195 -2.311 -0.08 -0.07 -0.02
O -0.434 -1.556 -1.098 -0.05 -0.04 -0.07
O -0.780 -1.502 -3.312 0.00 -0.01 0.05
H 3.773 1.786 -2.095 0.00 0.00 -0.01
H 2.953 0.509 -1.398 0.00 -0.01 -0.01
H 3.529 0.221 -3.743 0.01 0.00 0.02
H 1.355 0.235 -5.437 0.03 0.02 0.02
H 0.391 -0.996 -4.764 0.00 -0.02 -0.03
S 1.593 -1.238 0.564 -0.02 0.04 -0.14
C 2.447 -0.857 2.034 -0.07 0.04 0.06
C 3.829 -1.009 2.155 0.02 0.01 0.04
C 4.463 -0.702 3.347 -0.01 0.00 0.00
C 3.722 -0.238 4.432 0.01 0.00 -0.01
C 2.350 -0.092 4.322 0.00 0.01 0.01
C 1.706 -0.404 3.126 0.05 -0.04 -0.12
S -0.021 -0.293 2.947 -0.14 -0.06 0.05
H 4.397 -1.367 1.304 0.00 0.00 0.00
H 5.538 -0.817 3.431 0.00 0.00 0.00
H 4.220 0.014 5.361 0.00 0.00 0.00
H 1.764 0.278 5.156 0.00 0.00 0.00
O -0.781 1.189 -1.408 0.07 -0.04 -0.01
C -0.143 1.956 -0.700 0.10 0.13 0.05
N 0.079 1.642 0.596 0.00 0.15 0.02
C 0.837 2.643 1.198 -0.09 -0.03 -0.16
O 1.218 2.710 2.339 0.04 0.01 0.06
C 1.068 3.701 0.138 -0.01 -0.03 0.03
C 1.741 4.900 0.199 0.06 0.06 0.03
C 1.782 5.676 -0.958 -0.04 -0.05 -0.04
C 1.161 5.249 -2.131 0.03 0.00 0.08
C 0.486 4.032 -2.180 -0.02 -0.01 -0.09
C 0.458 3.280 -1.028 -0.02 -0.07 0.03
H 2.221 5.219 1.116 -0.01 0.00 0.00
H 2.303 6.625 -0.952 0.00 0.00 0.01
H 1.212 5.874 -3.014 -0.01 -0.01 -0.01
H 0.011 3.677 -3.086 0.01 0.02 0.00



23
Properties=species:S:1:pos:R:3:forces:R:3 method="wB97M-V/def2-TZVPD" homo_lumo_gap_ev=8.893 energy_ev=-39097.8332 de_lowest_kj_mol=0.00 fmax_ha_per_bohr=0.085 spin_multiplicity=1
C -2.200 -0.937 2.062 0.09 -0.07 0.17
O -2.794 -0.736 0.790 -0.25 -0.19 -0.17
C -1.979 -0.170 -0.157 1.03 4.12 0.98
Cl -3.073 0.077 -1.577 -0.03 -0.03 -0.09
C -1.480 1.441 0.336 -0.74 -3.89 -1.32
C -0.209 1.772 0.185 -0.52 0.23 0.19
Cl 0.270 3.398 0.579 -0.01 0.14 0.09
C 0.811 0.864 -0.302 0.25 -0.21 -0.20
C 2.146 1.248 -0.415 -0.04 -0.12 0.01
C 3.105 0.366 -0.859 0.14 0.00 -0.03
C 2.738 -0.921 -1.224 -0.07 0.07 -0.01
C 1.419 -1.318 -1.140 0.00 0.05 -0.01
C 0.441 -0.443 -0.666 0.33 0.27 0.19
N -0.845 -0.912 -0.493 -0.18 -0.56 0.01
H -1.681 -1.897 2.103 0.05 0.08 0.00
H -3.023 -0.935 2.773 0.06 -0.04 0.04
H -1.505 -0.128 2.301 -0.01 -0.05 0.03
H -2.291 2.054 0.670 -0.17 0.25 0.10
H 2.424 2.250 -0.130 0.02 0.07 0.00
H 4.136 0.672 -0.923 0.11 0.06 -0.01
H 3.491 -1.610 -1.571 0.03 -0.13 -0.08
H 1.140 -2.319 -1.434 -0.08 -0.13 0.01
H -1.041 -1.815 -0.907 0.00 0.09 0.09



29
Properties=species:S:1:pos:R:3:forces:R:3 method="wB97M-V/def2-TZVPD" homo_lumo_gap_ev=7.308 charge=-1 energy_ev=-18256.6841 de_lowest_kj_mol=189.65 fmax_ha_per_bohr=0.081 spin_multiplicity=1
C 2.380 -1.869 -2.890 0.91 0.97 1.32
C 1.438 -1.450 -1.786 -3.30 0.06 -2.53
C 0.312 -0.729 -2.247 2.39 -0.90 1.39
C 1.092 -1.838 -0.463 -0.83 1.14 2.39
C -0.185 -1.239 -0.120 0.93 0.15 -2.21
C 1.703 -2.340 0.694 0.57 -0.74 -0.84
C -0.958 -1.470 1.016 2.01 0.83 0.54
C 1.078 -2.357 1.926 1.13 -1.21 0.58
C -0.226 -1.913 2.129 -1.51 -0.33 -1.12
N -0.506 -0.452 -1.212 -2.21 -1.23 -0.14
H 2.543 -0.922 -3.445 1.11 -0.56 0.49
H 2.118 -2.530 -3.693 -1.08 -0.91 0.06
H 0.164 -0.521 -3.290 -0.40 0.73 0.01
H -1.457 -0.115 -1.298 0.18 0.72 0.13
H 2.667 -2.810 0.557 0.26 -0.05 0.40
H -1.957 -1.098 0.989 -0.51 0.27 0.49
H 1.631 -2.937 2.699 -0.59 0.87 -0.26
H -0.761 -2.015 3.063 0.28 -0.14 0.19
H 3.204 -2.350 -2.354 0.78 0.56 -0.76
C -0.244 2.464 0.933 -1.62 1.08 -1.30
C -0.127 3.619 1.958 1.02 -0.84 -0.81
C -1.626 2.621 0.171 -0.02 -0.94 1.05
O -1.946 3.784 -0.109 -0.43 0.01 -0.52
O -2.243 1.526 -0.030 0.06 0.56 -0.39
H 0.365 2.657 0.039 0.70 -0.50 0.54
H -0.261 1.424 1.279 0.70 0.46 0.16
H -0.796 4.418 1.663 -0.69 -0.21 0.32
H 0.838 4.128 1.903 0.40 -0.38 0.31
H -0.262 3.164 2.930 -0.24 0.54 0.52